18
Properties=species:S:1:pos:R:3:forces:R:3:nbo_charge:R:1 method="wB97M-V/def2-TZVPD" lumo_energy_ev=0.98 total_charge=0 gap_ev=9.595 total_energy_ev=-9357.3992 de_lowest_kj_mol=679.0
C -1.0714 0.2566 2.0595 1.9 2.8 2.8 -0.38
C -0.5952 0.8856 0.7481 -1.0 -1.9 2.3 -0.10
C 0.0878 0.5044 -1.1441 4.5 -1.4 -2.4 -0.09
C 0.8909 -0.4360 -2.1299 -2.0 0.9 -3.5 -0.38
C 0.7118 -0.8205 -0.7465 -0.3 1.1 1.3 -0.10
C -0.1323 -0.5049 1.2158 2.1 1.4 -0.8 -0.09
H -1.9977 -0.2246 2.1977 -1.0 -0.4 0.1 0.22
H -0.7368 0.8815 2.9558 -0.6 -0.9 -1.2 0.21
H 0.1468 1.6689 1.0335 -0.5 -0.5 -0.8 0.18
H -1.5231 1.7176 -0.8963 0.4 -1.1 0.1 0.36
H 0.7853 1.3336 -1.0601 0.5 0.1 0.4 0.14
H 1.6844 0.2190 -2.5824 -0.7 -1.4 0.2 0.23
H 0.1256 -1.0553 -2.7931 2.6 1.1 0.7 0.22
H -0.0763 -1.5111 -0.8957 -0.6 -1.0 0.8 0.19
H 1.8759 -0.0433 0.6822 -0.9 -1.9 0.4 0.34
H -0.7535 -1.2765 0.9072 -0.9 -1.2 -1.2 0.19
N -1.1229 0.8015 -0.5890 -2.9 1.8 0.8 -0.60
N 1.2829 -0.9475 0.6510 -0.4 2.8 -0.3 -0.55